Here is a 2-piece molecular cluster, C3H4S2 overall at a distorted geometry from the OMol25 dataset. Energies are from ωB97M-V/def2-TZVPD.

## Properties
Gap between HOMO and LUMO (alpha / beta) = 5.3518 / 8.7780 eV
Maximum force = 2.41 eV Å⁻¹
E_tot = -912.90588 Eh
Highest occupied orbital energy (alpha / beta) = -0.2769 / -0.3530 hartree
LUMO level (alpha / beta) = -2.2 / -0.8 eV

Cartesian coordinates (Å):
C1 -1.599 0.782 -1.914
C2 -0.807 0.318 -1.129
C3 -0.194 -0.351 -0.115
S1 1.160 1.364 2.142
S2 1.125 -1.346 -0.379
H1 -2.433 1.020 -2.513
H2 -0.774 -0.347 0.819
H3 2.185 0.450 2.236
H4 1.337 -1.891 0.853

Atom charges from the Mulliken analysis, given in e for atoms 1 to 8:
1. C -0.018
2. C -0.221
3. C -0.529
4. S -0.193
5. S -0.174
6. H 0.410
7. H 0.460
8. H 0.119

***

Here is one molecule with the formula C6H13INO4P at a distorted geometry from the OMol25 dataset. Energies are from ωB97M-V/def2-TZVPD.

## Properties
Gap between HOMO and LUMO = 9.8574 eV
Maximum force = 6.11 eV Å⁻¹
SMILES string = CCOC(=O)[C@@H](C)N[P@](=O)(I)CO
E_tot = -1231.19016 Eh
Highest occupied orbital energy = -0.3506 hartree
LUMO level = 0.3 eV

Cartesian coordinates (Å):
C1 -0.616 -1.336 0.109
C2 -3.198 -0.503 -1.377
C3 1.306 -1.533 1.799
C4 -2.945 -1.608 -0.351
C5 2.723 2.440 -0.778
C6 0.347 -0.597 1.100
N1 1.131 0.230 0.197
O1 -0.185 -1.937 -0.812
O2 0.729 2.504 1.350
O3 3.866 2.337 -0.017
O4 -1.857 -1.181 0.582
P1 1.047 1.883 0.084
I1 -0.611 2.447 -1.653
H1 -2.991 0.442 -0.871
H2 -2.438 -0.662 -2.260
H3 -4.285 -0.507 -1.696
H4 1.423 -2.433 1.289
H5 2.328 -1.275 1.897
H6 0.834 -1.790 2.778
H7 -2.721 -2.390 -0.982
H8 -3.933 -1.797 0.101
H9 2.508 3.519 -0.672
H10 2.801 2.075 -1.715
H11 -0.243 -0.040 1.742
H12 1.273 -0.379 -0.702
H13 3.706 2.094 0.860

Atom charges from the Mulliken analysis, given in e for atoms 1 to 8:
1. C 0.344
2. C -0.812
3. C -1.555
4. C -0.346
5. C -0.510
6. C 0.302
7. N -0.242
8. O -0.572